(1)
Formula: C10H23B2N3O6P
Source: the Open Molecules 2025 dataset
Level of theory: ωB97M-V with the def2-TZVPD basis set

CARTESIAN COORDINATES (ANGSTROEM)
P1 -0.314 0.036 1.914
O1 -0.461 3.423 0.105
O2 3.909 0.294 1.987
O3 -3.139 -2.754 -0.353
O4 3.264 0.634 -0.136
O5 -1.126 -1.092 -1.708
O6 -1.554 -3.103 1.382
N1 -1.125 0.168 0.274
N2 -1.377 3.174 -2.122
N3 -0.197 1.360 2.708
C1 3.492 -0.181 0.955
C2 -0.457 0.986 -0.792
C3 -3.164 0.553 1.634
C4 2.045 1.375 -0.104
C5 3.029 -2.244 -0.569
C6 -1.030 -1.243 -0.337
C7 3.281 -1.677 0.850
C8 -2.531 0.584 0.466
C9 1.033 0.751 -1.100
C10 -1.171 0.314 -2.017
B1 -0.786 2.576 -0.916
B2 -1.966 -2.423 0.258
H1 2.058 -2.735 -0.606
H2 -3.044 -0.270 2.329
H3 -1.264 3.898 0.350
H4 -1.024 -0.902 2.681
H5 -0.013 -1.572 -0.061
H6 -0.830 3.003 -2.956
H7 -0.613 0.465 -2.930
H8 -3.842 1.335 1.936
H9 2.307 2.356 -0.483
H10 1.204 1.233 -2.056
H11 -0.612 2.148 2.222
H12 1.303 -0.291 -1.240
H13 -2.196 0.617 -2.197
H14 -2.341 2.905 -2.267
H15 -3.086 0.950 -0.384
H16 4.155 -2.153 1.274
H17 3.737 -3.044 -0.742
H18 2.462 -1.994 1.487
H19 -0.804 -3.661 1.147
H20 0.973 -0.449 1.635
H21 1.654 1.533 0.900
H22 -2.940 -3.375 -1.064
H23 3.101 -1.507 -1.355

Summary:
HOMO: -12.75 eV
Charge: +1
Energy: -38132.2952 eV
LUMO energy: -3.8 eV

(2)
Formula: C10H23IrO4S4Si
Source: the Open Molecules 2025 dataset
Level of theory: ωB97M-V with the def2-TZVPD basis set

CARTESIAN COORDINATES (ANGSTROEM)
Ir1 0.327 0.364 -0.271
S1 -0.780 0.411 -2.772
S2 1.788 -1.147 -1.287
S3 -1.219 -1.877 -0.356
S4 0.523 2.954 -1.105
Si1 0.315 1.181 2.963
O1 -0.716 2.180 -0.527
O2 1.456 1.679 -1.184
O3 1.045 3.870 -0.140
O4 0.257 3.455 -2.414
C1 0.718 -0.136 1.699
C2 1.508 -0.939 -3.075
C3 1.283 -2.822 -0.965
C4 -2.400 -0.189 -2.309
C5 0.459 0.396 4.663
C6 -2.465 -1.557 -1.650
C7 -0.182 -3.126 -1.141
C8 1.513 2.595 2.861
C9 -1.452 1.748 2.750
C10 0.073 -0.926 -3.607
H1 1.983 0.023 -3.278
H2 -0.382 -4.078 -0.648
H3 0.123 -1.035 1.902
H4 1.317 3.309 3.667
H5 -2.371 -2.360 -2.381
H6 -3.075 -0.170 -3.167
H7 1.436 3.132 1.916
H8 1.467 0.010 4.840
H9 -3.440 -1.678 -1.179
H10 0.243 1.125 5.450
H11 1.567 -2.955 0.081
H12 1.889 -3.510 -1.558
H13 -2.137 0.895 2.746
H14 -2.729 0.588 -1.615
H15 -0.421 -1.881 -3.467
H16 2.541 2.239 2.971
H17 0.096 -0.719 -4.678
H18 -0.244 -0.433 4.779
H19 1.783 -0.368 1.825
H20 -1.739 2.406 3.575
H21 -1.583 2.303 1.819
H22 -0.480 -3.238 -2.177
H23 2.104 -1.718 -3.555

Summary:
HOMO: -7.96 eV
Charge: 0
Energy: -72990.7230 eV
LUMO energy: -0.2 eV

(3)
Formula: C10H24AgCl2N2O4
Source: the Open Molecules 2025 dataset
Level of theory: ωB97M-V with the def2-TZVPD basis set

CARTESIAN COORDINATES (ANGSTROEM)
Ag1 -0.598 -1.798 0.159
Cl1 1.132 -3.965 0.069
Cl2 -2.787 -2.739 1.380
O1 1.265 -0.269 0.308
O2 -1.039 -2.033 -2.512
O3 -1.310 2.041 3.934
O4 -1.665 0.516 0.682
N1 -0.610 -0.110 -3.594
N2 2.990 -1.699 0.390
C1 -2.905 0.835 0.093
C2 -0.050 0.581 -2.448
C3 -1.627 2.026 2.564
C4 -1.720 0.587 2.109
C5 3.458 0.690 0.259
C6 4.369 -2.072 0.562
C7 -1.144 -2.125 -4.894
C8 2.486 -0.459 0.298
C9 -0.924 -1.439 -3.558
C10 -1.567 3.267 4.554
H1 -2.597 2.531 2.420
H2 0.600 -0.100 -1.901
H3 -2.133 -1.879 -5.279
H4 -1.667 3.100 5.623
H5 4.270 0.451 0.957
H6 -3.719 0.327 0.618
H7 2.970 1.568 0.672
H8 -3.036 1.920 0.046
H9 -0.838 0.047 2.458
H10 -0.358 -1.842 -5.596
H11 -0.721 0.394 -4.454
H12 0.567 1.405 -2.805
H13 3.900 0.848 -0.720
H14 -2.896 0.416 -0.915
H15 5.012 -1.761 -0.273
H16 -0.876 2.547 1.954
H17 4.404 -3.161 0.533
H18 -2.598 0.053 2.474
H19 -2.482 3.727 4.154
H20 4.789 -1.694 1.495
H21 -1.070 -3.192 -4.712
H22 2.295 -2.475 0.305
H23 -0.754 3.986 4.362
H24 -0.817 0.951 -1.769

Summary:
HOMO: -4.27 eV
Charge: -1
Energy: -50976.7626 eV
LUMO energy: 2.7 eV

(4)
Formula: C10H24As5F33N3O6S
Source: the Open Molecules 2025 dataset
Level of theory: ωB97M-V with the def2-TZVPD basis set

CARTESIAN COORDINATES (ANGSTROEM)
As1 1.872 -4.130 2.471
As2 0.356 -3.427 -4.979
As3 0.309 3.149 -4.367
As4 -5.164 1.008 -2.645
As5 3.921 1.085 0.386
S1 -2.860 -2.916 1.067
F1 0.089 -4.669 -3.822
F2 -3.811 -0.123 -2.822
F3 5.211 -0.078 0.270
F4 -4.316 1.782 -1.412
F5 -5.701 -0.079 -1.444
F6 0.479 1.411 -4.558
F7 1.649 3.150 -3.314
F8 0.641 -5.216 3.078
F9 0.113 -4.575 -6.228
F10 -1.009 3.297 -5.485
F11 2.046 -3.745 -4.893
F12 -5.347 -2.893 0.139
F13 -1.345 -3.181 -5.007
F14 3.159 -3.035 2.118
F15 0.797 -2.924 3.257
F16 2.819 -5.371 1.728
F17 2.975 -0.072 1.246
F18 -4.855 -4.680 1.014
F19 0.567 -2.227 -3.738
F20 -5.178 -2.994 2.283
F21 -6.068 0.151 -3.863
F22 2.737 2.274 0.851
F23 4.705 1.495 1.878
F24 0.722 -2.241 -6.172
F25 1.463 3.456 -5.620
F26 -4.447 2.060 -3.772
F27 1.015 -3.730 0.978
F28 3.207 0.614 -1.122
F29 0.258 4.799 -4.084
F30 4.747 2.372 -0.417
F31 -6.460 2.058 -2.339
F32 -0.631 2.920 -2.912
F33 2.667 -4.403 3.931
O1 -3.048 -1.464 0.994
O2 1.004 4.583 1.732
O3 -1.397 1.328 0.446
O4 0.743 0.305 4.774
O5 -2.351 -3.425 2.321
O6 -2.365 -3.508 -0.138
N1 -1.840 -0.428 -0.963
N2 -0.219 3.935 -0.140
N3 2.381 -1.047 3.730
C1 1.019 4.218 -0.898
C2 -1.068 0.186 0.186
C3 -1.012 -1.124 -2.006
C4 0.064 -0.563 0.951
C5 -1.387 4.125 1.957
C6 2.791 1.333 3.859
C7 3.318 -1.796 4.784
C8 -4.655 -3.362 1.081
C9 -0.065 4.335 1.331
C10 1.791 0.291 4.237
H1 -0.527 -1.265 1.552
H2 2.866 -0.874 2.811
H3 -1.205 3.823 2.985
H4 2.805 -1.888 5.745
H5 -1.729 5.163 2.020
H6 1.025 5.279 -1.152
H7 -0.401 -1.782 -1.433
H8 -2.071 3.488 1.408
H9 1.822 3.989 -0.208
H10 4.256 -1.226 4.867
H11 1.623 -1.702 3.545
H12 -2.413 0.269 -1.408
H13 0.731 0.080 1.523
H14 -0.461 -0.400 -2.608
H15 2.367 2.105 3.199
H16 0.622 -1.187 0.263
H17 3.005 1.733 4.843
H18 -1.003 4.354 -0.651
H19 3.599 -2.771 4.430
H20 -0.425 2.917 -0.172
H21 1.010 3.621 -1.771
H22 -1.722 -1.723 -2.577
H23 -2.455 -1.164 -0.531
H24 3.645 0.865 3.407

Summary:
HOMO: -3.76 eV
Charge: -3
Energy: -432239.6947 eV
LUMO energy: 4.6 eV

(5)
Formula: C10H24B3F3O10S2
Source: the Open Molecules 2025 dataset
Level of theory: ωB97M-V with the def2-TZVPD basis set

CARTESIAN COORDINATES (ANGSTROEM)
S1 -0.424 -3.382 2.799
S2 2.726 1.777 -2.778
F1 -5.266 -1.271 -1.466
F2 -4.852 -0.182 0.325
F3 -5.494 0.832 -1.387
O1 -2.254 -0.926 -1.203
O2 2.568 0.516 -3.431
O3 3.060 1.848 -1.391
O4 3.768 2.658 -3.600
O5 -1.877 2.965 -0.820
O6 0.011 -2.040 3.036
O7 -1.408 -3.985 3.639
O8 -0.727 0.920 -1.161
O9 0.854 -4.329 2.734
O10 -2.859 1.170 -2.107
C1 1.262 -5.036 5.052
C2 -2.935 3.223 0.109
C3 1.778 -4.288 3.838
C4 5.623 1.138 -4.138
C5 5.171 2.390 -3.411
C6 -2.526 1.849 2.192
C7 -2.418 3.232 1.529
C8 -0.914 -3.555 1.120
C9 1.306 2.766 -3.098
C10 -4.741 -0.158 -0.989
B1 -3.198 0.013 -1.470
B2 -1.838 1.737 -1.337
B3 -1.123 -0.299 -0.688
H1 0.456 2.258 -2.659
H2 -2.493 1.094 1.410
H3 -1.736 1.670 2.898
H4 -3.340 4.195 -0.123
H5 -1.389 3.557 1.491
H6 6.708 1.040 -4.076
H7 5.176 0.245 -3.705
H8 -3.759 2.520 0.043
H9 -2.998 3.916 2.123
H10 2.690 -4.758 3.473
H11 2.020 -3.252 4.081
H12 1.443 3.740 -2.637
H13 -0.483 -0.768 0.190
H14 -1.064 -4.609 0.902
H15 -3.497 1.759 2.650
H16 5.397 2.335 -2.345
H17 -0.143 -3.130 0.484
H18 -1.849 -3.011 0.996
H19 1.177 2.858 -4.174
H20 0.958 -6.046 4.780
H21 0.394 -4.539 5.483
H22 2.037 -5.091 5.817
H23 5.329 1.176 -5.187
H24 5.691 3.259 -3.810

Summary:
HOMO: -10.83 eV
Charge: 0
Energy: -63093.1182 eV
LUMO energy: 0.5 eV

(6)
Formula: C10H24ClI2N2P2V
Source: the Open Molecules 2025 dataset
Level of theory: ωB97M-V with the def2-TZVPD basis set

CARTESIAN COORDINATES (ANGSTROEM)
I1 0.351 0.769 -4.223
I2 -0.478 2.491 -1.727
V1 -0.013 -0.196 -0.999
Cl1 -0.001 -1.888 -2.346
P1 2.388 0.162 -0.811
P2 -2.396 0.134 -0.818
N1 0.002 -0.530 3.333
N2 0.000 -0.700 1.163
C1 0.000 1.595 2.398
C2 0.000 0.156 2.180
C3 0.003 -1.878 3.091
C4 3.033 0.547 -2.495
C5 -3.038 -1.499 -0.379
C6 -3.009 0.521 -2.511
C7 3.319 1.203 0.401
C8 3.050 -1.477 -0.369
C9 -3.325 1.182 0.386
C10 0.002 -1.986 1.742
H1 -3.111 2.241 0.185
H2 -0.008 2.134 1.471
H3 -2.687 1.552 -2.769
H4 -4.108 0.484 -2.553
H5 -0.879 1.820 2.999
H6 2.980 0.926 1.414
H7 -2.983 0.906 1.400
H8 -4.423 1.030 0.355
H9 0.003 -0.124 4.265
H10 -2.802 -1.682 0.678
H11 3.098 2.262 0.202
H12 0.885 1.822 2.988
H13 4.139 -1.480 -0.502
H14 -2.521 -0.191 -3.198
H15 4.418 1.063 0.370
H16 2.814 -1.664 0.687
H17 0.004 -2.915 1.196
H18 2.704 1.568 -2.766
H19 -2.551 -2.249 -1.012
H20 4.130 0.492 -2.553
H21 2.564 -0.196 -3.182
H22 2.571 -2.231 -1.003
H23 -4.127 -1.509 -0.515
H24 0.004 -2.665 3.829

Summary:
HOMO (spin up / spin down): -14.84 / -15.31 eV
Charge: +2
Multiplicity: 3
⟨S²⟩: 2.21
Energy: -86715.2322 eV
LUMO energy (spin up / spin down): -9.6 / -8.8 eV

Among the records above, which one has the lowest energy? C10H24As5F33N3O6S

What did the second record say?
Formula: C10H23IrO4S4Si
Source: the Open Molecules 2025 dataset
Level of theory: ωB97M-V with the def2-TZVPD basis set

CARTESIAN COORDINATES (ANGSTROEM)
Ir1 0.327 0.364 -0.271
S1 -0.780 0.411 -2.772
S2 1.788 -1.147 -1.287
S3 -1.219 -1.877 -0.356
S4 0.523 2.954 -1.105
Si1 0.315 1.181 2.963
O1 -0.716 2.180 -0.527
O2 1.456 1.679 -1.184
O3 1.045 3.870 -0.140
O4 0.257 3.455 -2.414
C1 0.718 -0.136 1.699
C2 1.508 -0.939 -3.075
C3 1.283 -2.822 -0.965
C4 -2.400 -0.189 -2.309
C5 0.459 0.396 4.663
C6 -2.465 -1.557 -1.650
C7 -0.182 -3.126 -1.141
C8 1.513 2.595 2.861
C9 -1.452 1.748 2.750
C10 0.073 -0.926 -3.607
H1 1.983 0.023 -3.278
H2 -0.382 -4.078 -0.648
H3 0.123 -1.035 1.902
H4 1.317 3.309 3.667
H5 -2.371 -2.360 -2.381
H6 -3.075 -0.170 -3.167
H7 1.436 3.132 1.916
H8 1.467 0.010 4.840
H9 -3.440 -1.678 -1.179
H10 0.243 1.125 5.450
H11 1.567 -2.955 0.081
H12 1.889 -3.510 -1.558
H13 -2.137 0.895 2.746
H14 -2.729 0.588 -1.615
H15 -0.421 -1.881 -3.467
H16 2.541 2.239 2.971
H17 0.096 -0.719 -4.678
H18 -0.244 -0.433 4.779
H19 1.783 -0.368 1.825
H20 -1.739 2.406 3.575
H21 -1.583 2.303 1.819
H22 -0.480 -3.238 -2.177
H23 2.104 -1.718 -3.555

Summary:
HOMO: -7.96 eV
Charge: 0
Energy: -72990.7230 eV
LUMO energy: -0.2 eV

Number 2 is which compound? C10H23IrO4S4Si

Which value of energy does entry 4 give? -432239.6947 eV